## i
One molecule with the formula C2H4FPS. Source: the Open Molecules 2025 dataset; level of theory: ωB97M-V/def2-TZVPD.

Geometry as ORCA input:
```
! RIJCOSX wB97M-V def2-TZVPD def2/J DEFGRID3
* xyz 0 1
C -1.58990 -0.22270 -0.02047
C -0.15471 -0.08242 -0.10449
P 1.41066 -1.01438 0.64954
S 2.81336 0.23001 -0.36907
F 3.08794 1.42885 0.77609
H -1.83983 -0.68474 -0.95023
H -2.29296 0.64251 0.11542
H -1.79187 -0.86468 0.85046
H 0.35731 0.56754 -0.94724
*
```

Computed properties:
Structure (SMILES): C/C=P/SF
Kohn-Sham gap in eV: 8.0
LUMO in eV: -1.104

---

## ii
One molecule with the formula C2H4FPS. Source: the Open Molecules 2025 dataset; level of theory: ωB97M-V/def2-TZVPD.

Geometry as ORCA input:
```
! RIJCOSX wB97M-V def2-TZVPD def2/J DEFGRID3
* xyz 0 1
C -2.14579 -0.80827 0.59530
C 0.73485 0.57106 -0.17981
F -1.12392 -1.68842 0.39656
P -0.69941 1.23830 0.78599
S -2.18360 0.39946 -0.64754
H 0.73446 1.08297 -1.09448
H 0.61970 -0.44470 -0.11415
H 1.66005 0.81691 0.33648
H -2.91468 -1.56556 0.81791
*
```

Computed properties:
Kohn-Sham gap (spin up / spin down) in eV: 7.9 / 7.7
LUMO (spin up / spin down) in eV: -0.595 / -0.898

---

Of them, i has the highest stability.

---

## i
A 4-piece molecular cluster, C4H17NO3 overall. Source: the Open Molecules 2025 dataset; level of theory: ωB97M-V/def2-TZVPD.

Geometry as ORCA input:
```
! RIJCOSX wB97M-V def2-TZVPD def2/J DEFGRID3
* xyz 0 1
C -1.41014 -1.05084 1.21421
N -0.51773 -0.39758 0.17700
C -0.11041 -1.02217 -1.06170
C -0.61997 -0.09883 -2.36474
C -0.11301 -2.49150 -1.17740
H -2.40482 -1.53456 0.75604
H -1.49876 -0.31274 1.97539
H -0.79667 -1.99402 1.57904
H -0.66976 0.62201 0.08835
H 0.97443 -0.60576 -1.05557
H -0.68395 -0.73566 -3.19216
H 0.02772 0.76105 -2.55410
H -1.68016 0.30358 -2.15712
H 0.25592 -2.86965 -0.19923
H 0.56338 -2.87441 -1.99248
H -1.21299 -2.79580 -1.31331
O -0.46014 2.81372 -0.26946
H -1.23142 2.46604 -0.53714
H 0.03542 3.58610 -0.58068
O 0.78212 -0.27069 3.26453
H 0.29950 -0.86377 2.58697
H 1.41138 0.27881 2.58857
O 2.23646 1.68363 -0.13912
H 1.58096 0.98216 0.18515
H 1.70765 2.53646 0.07349
*
```

Computed properties:
Structure (SMILES): CNC(C)C.O.O.O
Kohn-Sham gap in eV: 8.7
LUMO in eV: 0.350

---

## ii
A 4-piece molecular cluster, C4H17NO3 overall. Source: the Open Molecules 2025 dataset; level of theory: ωB97M-V/def2-TZVPD.

Geometry as ORCA input:
```
! RIJCOSX wB97M-V def2-TZVPD def2/J DEFGRID3
* xyz 0 1
C 1.87473 1.17060 -1.81096
C 1.86000 1.21676 -0.27768
N 0.81439 0.25661 0.18988
C -0.14385 0.86137 1.12412
C -0.51933 -0.15323 2.36566
H 2.55771 1.93301 -2.25752
H 2.22433 0.19395 -2.15411
H 0.88229 1.41994 -2.18620
H 1.36800 2.16447 -0.10833
H 2.69803 0.98693 0.40242
H 1.02575 -0.59509 0.70482
H -1.15189 1.19493 0.86021
H 0.31906 1.79162 1.68770
H 0.38172 -0.46083 2.94415
H -1.04358 -1.00611 1.91377
H -1.21214 0.33211 3.05766
O -3.22416 0.54567 -1.25247
H -4.00608 0.03438 -1.50014
H -2.54445 -0.16056 -1.34411
O 0.21640 -3.12859 0.20357
H -0.10119 -3.37313 1.07809
H -0.52206 -2.58559 -0.18862
O -1.00330 -1.02782 -0.98448
H -0.03807 -0.73313 -0.57111
H -0.71232 -0.87827 -1.89632
*
```

Computed properties:
Structure (SMILES): CCNCC.O.O.O
Kohn-Sham gap in eV: 10.4
LUMO in eV: 0.821

---

Of them, ii has the highest stability.